Computed, not measured: C54H48BrN4O6ReS as an isolated structure at a distorted geometry, with ωB97M-V/def2-TZVPD.

```
115
Properties=species:S:1:pos:R:3:forces:R:3:mulliken_charge:R:1
Re 0.1495 -0.0856 0.7532 -1.1 1.4 -0.3 1.000
Br -3.1059 1.1485 -1.3324 0.0 0.1 0.0 0.073
S 4.1953 0.7398 2.8635 0.1 0.0 0.0 -0.270
O 1.0445 0.6392 -0.6490 0.4 -0.8 -0.1 -0.230
O 2.1100 -1.6141 -3.2345 -0.1 0.0 -0.1 -0.297
O -0.9917 -1.0622 -0.3157 0.0 -0.2 0.0 0.958
O -0.2076 -1.0275 2.3803 0.2 -0.4 0.4 0.061
O -1.1401 0.4564 6.2418 0.1 0.0 0.0 -0.660
O -0.0163 -2.3357 -3.5972 0.0 0.1 0.0 -0.412
N -1.9641 0.3228 3.1320 -0.2 0.4 0.3 -0.051
N -1.9461 0.8731 1.8734 0.8 -1.1 0.3 0.076
N 2.4756 -1.3020 2.8709 0.1 -0.1 0.1 -0.101
N 1.8046 0.7243 1.8822 -0.1 0.2 0.1 0.448
C -2.6795 4.3817 2.3977 0.0 0.0 0.0 -0.263
C 1.7697 -3.9657 -3.6081 0.0 0.0 0.1 -1.685
C 1.7503 0.3007 -1.8543 0.2 0.3 -0.2 2.483
C 1.4977 -2.2648 -5.4491 0.0 0.0 0.0 -1.814
C 5.8642 0.8982 -0.6885 0.0 0.0 0.0 -0.757
C -1.1602 -2.7128 4.3785 0.0 0.0 0.0 -0.171
C -0.7628 -0.3830 3.5082 -0.1 0.1 -0.2 -0.863
C -4.7507 -2.4115 -1.1105 0.0 0.0 0.0 -0.766
C 1.3101 1.2417 -2.9620 -0.1 0.1 0.0 0.059
C -4.4069 6.5340 2.1086 0.0 0.0 0.0 -0.587
C -0.5095 -3.3861 -0.9781 -0.1 0.0 0.2 0.250
C -5.1870 -2.2346 -2.4194 0.0 0.0 0.0 -0.705
C 1.9049 1.1578 -4.2198 0.0 0.0 0.0 -0.246
C 0.6966 -4.8716 0.5021 0.0 0.0 -0.1 -0.994
C 1.3451 -2.5598 -3.9765 0.0 0.0 0.1 1.360
C 0.2740 -3.5936 0.1500 0.1 0.0 0.1 -0.051
C 1.6152 3.0856 1.1046 0.0 0.0 -0.1 -0.195
C 2.2573 4.3055 0.9836 0.0 0.0 0.0 -0.774
C -0.0661 3.0568 -3.7591 0.0 0.0 0.0 -1.135
C -0.8747 -4.4924 -1.7446 -0.1 0.0 0.0 -0.339
C -3.3673 3.5351 0.1161 0.0 0.2 0.1 -0.840
C 5.0798 1.9665 -1.1039 0.0 0.0 0.0 -0.793
C 3.5704 4.4755 1.4258 0.0 0.0 0.0 -0.720
C -1.0004 -2.0020 -1.4013 0.0 -0.1 -0.1 1.462
C -3.0911 2.2361 0.2213 0.0 -0.1 -0.2 0.606
C -4.2798 5.6056 1.0888 0.0 0.0 0.0 -0.510
C 4.0210 -0.5975 -1.0940 0.0 0.0 0.0 -0.284
C 1.4974 2.0023 -5.2404 0.0 0.0 0.0 -1.059
C -2.4671 -2.0882 -1.8182 0.0 0.0 0.0 -1.002
C 5.3328 -0.3833 -0.6889 0.0 0.0 0.0 -0.993
C -2.9035 -1.9223 -3.1254 0.0 0.1 0.0 0.072
C -0.1073 -1.4158 -2.5295 0.2 0.2 0.0 -0.274
C -1.0551 -1.3450 4.6238 0.1 -0.1 0.0 0.360
C 3.2308 0.4690 -1.5138 0.0 0.0 0.1 -0.299
C 0.3339 -5.9627 -0.2704 0.0 0.0 0.0 -0.810
C -2.9514 1.5546 1.5153 -0.2 0.3 -0.2 -1.108
C 0.3343 2.2062 -2.7351 0.0 0.0 0.0 0.149
C 2.3091 2.0244 1.6710 -0.2 -0.1 0.1 -1.174
C 3.7728 1.7519 -1.5121 0.0 0.0 0.0 -0.309
C -3.4311 4.5049 1.2256 0.0 -0.1 0.0 0.605
C -4.2632 -1.9927 -3.4210 0.0 0.0 0.0 -0.886
C -1.3716 -1.7613 6.9775 0.0 0.0 0.0 -0.708
C 1.3639 -1.1631 -2.1397 -0.1 -0.2 0.2 -1.851
C 2.6837 -0.0302 2.5227 0.1 0.1 -0.1 0.206
C 4.2587 3.4263 2.0108 0.0 0.0 0.0 -0.538
C -2.7980 5.3202 3.4131 0.0 0.0 0.0 -0.828
C 3.6068 2.2082 2.1270 0.1 0.0 0.1 1.312
C -1.4642 -3.1168 6.7199 0.0 0.0 0.0 -0.375
C -3.6677 6.3913 3.2755 0.0 0.0 0.0 -0.445
C 0.5074 2.9512 -5.0163 0.0 0.0 0.0 -0.677
C -0.4551 -5.7653 -1.3967 0.0 0.0 0.0 -0.748
C -3.4023 -2.3359 -0.8148 0.0 -0.1 0.0 -0.336
C -1.3717 -3.6008 5.4181 0.0 0.0 0.0 -1.050
C -1.1847 -0.8710 5.9279 -0.1 0.0 0.0 0.464
H -0.0283 0.3601 3.8477 0.1 0.0 0.0 0.220
H -2.1985 5.2198 4.3088 0.0 0.0 0.0 0.423
H 0.6555 -6.9590 0.0043 0.0 0.0 0.0 0.432
H -3.0635 -2.4620 0.2072 0.0 0.0 0.0 0.410
H 1.3070 -5.0106 1.3860 0.0 0.0 0.0 0.514
H 1.7705 -4.0955 -2.5243 0.0 0.0 0.0 0.230
H 1.5982 -1.7425 -1.2353 0.1 0.0 0.0 1.284
H 4.0536 5.4377 1.3219 0.0 0.0 0.0 0.427
H 1.7292 5.1406 0.5425 0.0 0.0 0.0 0.497
H -1.0612 -3.0704 3.3607 0.0 0.0 0.0 0.387
H -1.4516 -1.3676 7.9822 0.0 0.0 0.0 0.466
H -3.7610 7.1198 4.0701 0.0 0.0 0.0 0.395
H 1.1281 -1.2626 -5.6636 0.0 0.0 0.0 0.427
H -3.7722 1.7075 2.2207 0.1 0.0 0.0 0.512
H 1.5245 -1.6526 2.8442 0.0 0.0 0.0 -0.147
H -5.4656 -2.6116 -0.3226 0.0 0.0 0.0 0.462
H 5.9419 -1.2258 -0.3861 0.0 0.0 0.0 0.474
H -3.5958 3.9199 -0.8713 0.0 0.0 0.0 0.432
H -0.8303 3.8000 -3.5700 0.0 0.0 0.0 0.500
H 0.5612 -2.7578 0.7752 0.0 -0.1 0.0 0.358
H 2.6964 0.4418 -4.3927 0.0 0.0 0.0 0.640
H -6.2422 -2.2868 -2.6532 0.0 0.0 0.0 0.420
H -1.9717 3.5694 2.5044 0.0 0.1 0.0 0.420
H -4.5941 -1.8578 -4.4429 0.0 0.0 0.0 0.469
H 1.0801 -4.6887 -4.0437 0.0 0.0 0.0 0.348
H -5.0808 7.3724 1.9913 0.0 0.0 0.0 0.390
H -4.8570 5.7186 0.1785 0.0 0.0 0.0 0.423
H -0.5765 -0.4871 -2.8724 0.0 0.0 0.0 1.081
H 2.7736 -4.1535 -3.9896 0.0 0.0 0.0 0.494
H 5.2678 3.5565 2.3789 0.0 0.0 0.0 0.482
H 0.5939 2.9572 0.7641 0.0 0.0 0.0 0.165
H 3.1495 -1.7703 3.4514 0.0 0.0 0.0 0.256
H -1.1740 0.9999 5.4465 -0.1 0.0 0.0 0.364
H 2.5471 -2.3338 -5.7364 0.0 0.0 0.0 0.369
H -2.8426 -0.0481 3.4671 0.0 -0.2 -0.2 0.420
H 3.1687 2.5908 -1.8376 0.0 0.0 0.0 0.434
H 3.6396 -1.6096 -1.1021 0.0 0.0 0.0 0.276
H -1.4605 -4.6602 5.2193 0.0 0.0 0.0 0.448
H -0.1193 2.2971 -1.7566 0.0 0.0 0.0 0.338
H 6.8881 1.0619 -0.3770 0.0 0.0 0.0 0.444
H 0.9224 -2.9874 -6.0278 0.0 0.0 0.0 0.403
H 1.9622 1.9242 -6.2153 0.0 0.0 0.0 0.464
H -0.7513 -6.6092 -2.0067 0.0 0.0 0.0 0.464
H 5.4884 2.9690 -1.1193 0.0 0.0 0.0 0.485
H -1.6197 -3.8028 7.5425 0.0 0.0 0.0 0.387
H 0.1951 3.6110 -5.8154 0.0 0.0 0.0 0.437
H -1.4948 -4.3550 -2.6207 0.0 0.0 0.0 0.493
H -2.1959 -1.7458 -3.9239 0.0 0.0 0.0 0.458
```
Positions in Å, forces in eV/Å.

Values from the calculation:
Spin multiplicity: 2
Highest occupied orbital energy (spin up / spin down): -10.82 / -10.72 eV
ΔE to the lowest compared entry with this formula, charge and spin: 21.7 kcal per mole
Gap between HOMO and LUMO (spin up / spin down): 7.1 / 7.3 eV
Charge: +1
Molar mass: 1147.2 g mol⁻¹